[1]
A single C2H4N2O2S molecule, computed with wB97M-V/def2-TZVPD.

ΔE to the lowest compared entry with this formula, charge and spin ... 63.5 kcal/mol
Net charge ... 0
DFT total energy ... -20046.7307 eV
LUMO energy ... -0.07 eV
SMILES ... O=C(/C=N\S)NO
Frontier orbital gap ... 9.13 eV

Geometry as XYZ:
```
11
C2H4N2O2S, DFT wB97M-V/def2-TZVPD
O 1.539 2.327 0.761
O 0.045 -0.727 1.391
N -0.593 -0.264 -1.503
S -1.131 -1.817 -1.216
C 0.324 0.311 0.777
C 0.016 0.513 -0.699
H 1.002 3.126 0.856
H 0.339 1.454 -1.156
H 1.379 1.086 2.270
H -0.789 -2.042 0.090
N 0.802 1.364 1.462
```

Population analysis type Mulliken, resulting atomic charges in e: -0.421, -0.636, -0.442, -0.097, 0.610, -0.119, 0.359, 0.361, 0.299, 0.191, -0.106

=====

[2]
A molecular structure, C39H50ClN7O6S2Sc, computed with wB97M-V/def2-TZVPD.

ΔE to the lowest compared entry with this formula, charge and spin ... 31.2 kcal/mol
Net charge ... +1
DFT total energy ... -118865.7772 eV
LUMO energy ... -3.03 eV
Frontier orbital gap ... 6.37 eV

Geometry as XYZ:
```
106
C39H50ClN7O6S2Sc, DFT wB97M-V/def2-TZVPD
H 3.490 -0.764 -3.286
C 3.234 1.232 -2.524
O 2.374 2.492 2.335
H -2.241 6.125 -0.996
C 2.243 4.466 1.143
C -2.493 1.176 -2.938
N -2.198 -1.011 -3.255
H -1.122 3.877 4.137
C -2.282 5.118 -1.392
C -1.980 -3.854 -0.680
H -3.397 0.975 -3.512
H -4.034 -0.185 -0.617
C 1.212 -6.698 -0.968
H -2.706 -3.109 -4.333
C 4.032 -0.071 0.088
H -4.840 1.003 0.362
C -0.238 3.310 3.846
C 0.503 6.059 1.368
H 0.075 -7.877 0.420
C -3.428 4.673 -2.053
C 0.122 -6.956 -0.149
H -2.031 2.946 0.954
C 4.259 1.414 -0.164
C -1.207 2.975 -1.732
O -0.389 -1.747 -0.561
H 2.086 -5.335 -2.377
H 3.618 3.063 -1.389
H -0.344 -2.070 2.117
H -2.820 -1.478 2.827
C -1.285 -1.847 -3.643
H -3.692 2.656 1.534
H -0.558 2.297 3.605
S -1.577 -2.326 0.202
C -2.883 -2.519 3.127
Sc 0.082 0.232 -1.256
H 2.019 -7.415 -1.039
H 4.198 -1.817 -1.151
C -0.851 -2.953 1.724
C -1.993 -4.750 3.073
C 0.721 0.669 1.864
H 1.955 -1.681 -0.171
N 1.817 1.110 -2.857
N 5.717 1.634 -0.611
C 1.252 -5.526 -1.713
C -1.932 -3.424 2.659
H 2.565 0.589 2.925
H -1.100 -3.608 -4.620
C 3.863 -0.164 -2.451
H -2.852 -4.256 -0.157
H -4.725 -4.594 5.067
O -0.160 2.193 -1.578
C -3.944 -4.266 4.393
N -1.694 0.191 -2.755
H 1.663 0.578 -3.708
H 1.893 -1.864 -1.787
H 3.767 1.787 -3.305
N -3.991 0.565 0.055
C -2.721 2.199 1.348
H 2.359 2.065 -0.720
H 3.234 -0.119 0.827
O -1.769 0.543 -0.076
H -3.028 -6.202 4.262
H 1.307 1.441 3.789
C -3.450 3.390 -2.558
H -4.327 3.030 -3.087
C 1.637 3.627 2.075
C 0.450 4.024 2.705
C 3.600 -0.901 -1.141
H 5.900 2.627 -0.750
C 3.339 2.021 -1.200
H -0.294 4.623 -0.732
C -0.871 -4.854 -0.795
H 4.946 -0.111 -2.626
H -1.247 -5.453 2.722
H 6.370 1.280 0.087
C -2.787 1.057 0.382
H -1.769 -6.243 0.571
C -0.099 5.245 2.305
H 4.183 1.965 0.772
H 3.183 4.147 0.713
O -0.240 0.110 2.387
H 0.230 -3.708 -2.239
N -1.738 -3.084 -4.047
H 5.903 1.153 -1.490
H 4.920 -0.506 0.558
H 2.186 6.324 0.062
Cl -0.244 7.561 0.920
C -2.993 -5.169 3.940
H -1.020 5.577 2.768
C -1.189 4.288 -1.240
C 1.749 1.307 2.809
O 1.006 0.716 0.617
C -0.915 -6.037 -0.065
H -4.617 -2.229 4.351
S 0.423 -1.574 -3.664
H -2.307 1.810 2.280
C -2.360 2.522 -2.406
C -3.885 -2.939 3.988
C 0.215 -4.607 -1.633
H -2.301 -3.487 -1.659
H -4.280 5.327 -2.179
N 2.176 -1.221 -1.048
H 0.412 3.257 4.722
C 1.699 5.682 0.784
H -0.133 -3.734 1.471
H 1.378 2.019 -2.960
```

Atomic partial charges in e from the Mulliken method, atoms 1 to 99: 0.897, 0.418, -0.544, 0.435, -0.341, -1.070, -1.220, 0.425, -0.304, -1.393, 0.300, 0.212, -0.469, 0.254, -0.659, 0.235, -1.485, -0.147, 0.420, -1.117, -0.850, -0.235, -0.278, -0.589, 0.250, 0.465, 0.746, 0.286, 0.510, 0.183, 0.538, 0.161, 0.515, -0.052, -2.014, 0.397, 0.617, -0.972, -0.351, 0.218, 0.028, -0.108, 0.049, -1.134, 0.064, 0.463, 0.284, -2.032, 0.660, 0.398, 0.573, -0.446, 1.552, 0.307, -0.041, 0.183, -0.256, -0.566, -0.327, -0.601, 1.076, 0.408, 0.326, -0.693, 0.431, 0.720, 1.229, 0.389, 0.410, -0.747, 0.438, -0.101, 0.219, 0.561, 0.411, 0.020, 0.633, -0.727, 0.872, 0.409, -0.634, 0.113, -0.209, 0.321, 0.474, 0.442, -0.204, -0.838, 0.378, -0.689, -1.783, 1.627, -0.306, 0.419, -0.518, 0.099, 1.440, -0.835, 0.871

=====

[3]
A molecular structure, C5H6HgO4, computed with wB97M-V/def2-TZVPD.

ΔE to the lowest compared entry with this formula, charge and spin ... 11.0 kcal/mol
Net charge ... 0
Multiplicity ... 3
DFT total energy ... -17641.1001 eV
<S²> ... 2.0396
LUMO energy (spin up / spin down) ... 0.32 / -2.34 eV
Frontier orbital gap (spin up / spin down) ... 7.85 / 6.38 eV

Geometry as XYZ:
```
16
C5H6HgO4, DFT wB97M-V/def2-TZVPD
H 0.720 1.095 -1.535
H -0.039 1.407 1.494
O 2.200 1.513 -0.126
C 1.009 1.035 -0.460
O -1.350 1.044 -0.111
H -3.940 -0.185 0.147
C 1.526 -1.765 -1.107
Hg 2.861 0.000 1.217
C -2.304 0.576 0.673
C -0.085 1.319 0.408
O -2.159 0.084 1.768
H 1.617 -2.856 -1.079
C 0.830 -1.106 -0.194
H 2.181 -1.241 -1.812
O -3.459 0.643 0.018
H 0.392 -1.563 0.698
```

Population analysis type Mulliken, resulting atomic charges in e: 0.382, 0.347, -0.729, 0.078, -0.252, 0.361, -0.386, 0.496, 0.717, -0.234, -0.536, 0.275, -0.762, 0.231, -0.457, 0.470